(1)
Below is a cluster of 2 separate species, C20H41N2O6 in total, with properties calculated with the ωB97M-V functional and the def2-TZVPD basis.

Last column: Löwdin charge in e.
Positions of all 69 atoms, in Å:
C: 1.40 3.51 0.17  -0.06
O: 0.69 3.81 1.38  -0.17
C: 0.34 2.68 2.14  -0.16
C: -1.18 2.46 2.04  -0.17
C: -1.67 1.06 1.59  -0.24
C: -0.83 0.46 0.47  -0.12
C: -1.42 -0.79 -0.22  -0.39
C: -0.87 -2.12 0.31  -0.06
C: -2.94 -0.86 -0.24  -0.07
C: -1.85 0.11 2.81  -0.06
C: -1.12 0.58 4.08  -0.29
N: -1.26 -0.33 5.21  0.16
C: -0.57 -1.34 5.10  -0.28
O: 0.07 -2.30 4.91  0.21
C: -1.53 2.00 4.46  -0.05
N: -1.93 2.81 3.28  -0.05
C: -1.96 4.28 3.56  -0.07
C: -3.22 4.89 2.96  -0.20
O: -4.39 4.44 3.65  -0.03
H: 2.38 3.97 0.22  0.09
H: 1.45 2.45 -0.06  0.08
H: 0.89 4.02 -0.64  0.09
H: 0.58 2.95 3.17  0.13
H: 0.93 1.80 1.92  0.12
H: -1.54 3.14 1.26  0.16
H: -2.68 1.23 1.23  0.13
H: 0.12 0.15 0.92  0.12
H: -0.57 1.19 -0.29  0.12
H: -1.10 -0.74 -1.26  0.13
H: -1.19 -2.90 -0.38  0.09
H: 0.22 -2.14 0.25  0.06
H: -1.24 -2.41 1.29  0.07
H: -3.31 -1.65 -0.88  0.09
H: -3.40 -0.91 0.75  0.07
H: -3.32 0.06 -0.69  0.08
H: -1.52 -0.90 2.60  0.10
H: -2.91 0.07 3.06  0.13
H: -0.05 0.63 3.83  0.15
H: -0.66 2.50 4.89  0.14
H: -2.29 2.04 5.23  0.15
H: -2.91 2.57 3.09  0.17
H: -1.12 4.79 3.10  0.14
H: -1.99 4.43 4.64  0.14
H: -3.18 5.97 3.05  0.14
H: -3.32 4.62 1.91  0.13
H: -4.83 3.81 3.07  0.09
C: 0.70 -2.49 -6.22  -0.11
O: 1.28 -3.22 -5.16  -0.20
C: 2.31 -4.12 -5.56  -0.19
C: 3.51 -4.06 -4.63  -0.18
O: 4.26 -2.86 -4.66  -0.11
C: 3.67 -1.66 -4.18  -0.18
C: 3.41 -1.61 -2.68  -0.20
O: 2.40 -2.52 -2.28  -0.20
C: 2.73 -3.29 -1.14  -0.12
H: -0.12 -3.06 -6.67  0.09
H: 0.29 -1.57 -5.81  0.08
H: 1.43 -2.23 -6.99  0.09
H: 2.64 -3.91 -6.58  0.12
H: 1.90 -5.13 -5.53  0.13
H: 4.20 -4.83 -4.97  0.13
H: 3.23 -4.33 -3.61  0.11
H: 2.78 -1.41 -4.75  0.11
H: 4.40 -0.88 -4.40  0.13
H: 3.07 -0.59 -2.43  0.12
H: 4.35 -1.79 -2.15  0.12
H: 3.78 -3.60 -1.15  0.09
H: 2.11 -4.19 -1.15  0.09
H: 2.53 -2.72 -0.23  0.07

Properties
LUMO level	-2.92	eV
DFT total energy	-36660.8010	eV
largest force on an atom	0.04230	Eh/bohr
net charge	+1

(2)
Below is a cluster of 3 separate species, C20H41N3O6 in total, with properties calculated with the ωB97M-V functional and the def2-TZVPD basis.

Last column: Löwdin charge in e.
Positions of all 70 atoms, in Å:
C: 1.11 2.76 -2.26  -0.11
C: 0.23 1.57 -2.64  -0.25
C: 0.16 0.50 -1.54  -0.20
C: -0.98 0.75 -0.55  -0.19
N: -1.51 -0.46 0.10  0.03
C: -1.17 -0.69 1.48  -0.43
C: 0.31 -0.45 1.84  -0.08
C: 0.99 -1.42 2.82  -0.18
C: 1.74 -2.56 2.10  -0.20
C: 1.90 -3.82 2.95  -0.20
C: 1.04 -5.00 2.46  -0.19
C: 0.74 -6.01 3.57  -0.23
O: -0.46 -6.73 3.41  -0.19
C: -0.66 -7.28 2.13  -0.12
C: -1.83 -2.00 1.91  -0.06
O: -3.20 -1.61 2.00  0.06
C: -3.20 -0.33 2.45  -0.56
O: -4.13 0.22 2.94  0.17
O: -1.98 0.23 2.27  0.10
H: 1.10 2.93 -1.18  0.07
H: 0.78 3.67 -2.75  0.07
H: 2.15 2.60 -2.56  0.06
H: 0.63 1.10 -3.54  0.10
H: -0.78 1.90 -2.89  0.09
H: 1.12 0.48 -1.03  0.10
H: 0.01 -0.49 -2.00  0.11
H: -1.80 1.20 -1.11  0.08
H: -0.70 1.48 0.21  0.13
H: -1.29 -1.28 -0.45  0.12
H: 0.87 -0.45 0.91  0.10
H: 0.37 0.56 2.25  0.13
H: 1.70 -0.86 3.42  0.12
H: 0.28 -1.85 3.53  0.10
H: 2.72 -2.18 1.80  0.11
H: 1.21 -2.80 1.17  0.11
H: 1.62 -3.60 3.98  0.10
H: 2.96 -4.12 2.97  0.11
H: 1.58 -5.49 1.65  0.12
H: 0.10 -4.60 2.07  0.10
H: 0.65 -5.48 4.52  0.12
H: 1.58 -6.71 3.67  0.13
H: -1.40 -8.08 2.24  0.09
H: 0.26 -7.71 1.72  0.09
H: -1.06 -6.55 1.42  0.08
H: -1.52 -2.28 2.92  0.13
H: -1.70 -2.83 1.23  0.14
C: -5.52 -0.43 -2.09  -0.08
N: -4.51 0.61 -2.03  0.02
C: -4.32 1.65 -2.89  -0.54
C: -5.26 1.76 -4.07  -0.01
O: -3.42 2.45 -2.71  0.03
H: -6.14 -0.41 -1.20  0.09
H: -5.05 -1.41 -2.16  0.08
H: -6.15 -0.29 -2.96  0.07
H: -3.86 0.60 -1.26  0.12
H: -4.96 2.63 -4.65  0.08
H: -5.20 0.88 -4.71  0.08
H: -6.29 1.88 -3.74  0.08
C: 5.85 7.42 -1.70  -0.08
N: 5.06 6.43 -2.41  0.00
C: 4.37 5.38 -1.90  -0.54
C: 4.41 5.18 -0.40  -0.01
O: 3.74 4.63 -2.62  0.03
H: 5.45 8.42 -1.86  0.08
H: 6.89 7.40 -2.04  0.08
H: 5.83 7.21 -0.64  0.07
H: 4.99 6.51 -3.41  0.14
H: 3.81 4.31 -0.16  0.08
H: 5.43 5.02 -0.05  0.08
H: 4.00 6.05 0.13  0.08

Properties
LUMO level	0.61	eV
DFT total energy	-38160.6036	eV
largest force on an atom	0.01043	Eh/bohr
SMILES	CCCCN[C@]1(CCCCCCOC)COC(=O)O1.CNC(C)=O.CNC(C)=O
net charge	0
relative energy (zero: lowest compared OMol25 entry of this formula, charge and spin)	0.0	kcal/mol

(3)
Below is a structure of composition C20H42AlB3O10, with properties calculated with the ωB97M-V functional and the def2-TZVPD basis.

Last column: Löwdin charge in e.
Positions of all 76 atoms, in Å:
Al: -0.84 -0.39 -0.86  1.36
B: -2.22 1.88 -2.53  -0.32
H: -3.06 2.37 -3.01  0.01
H: -2.34 2.09 -1.48  -0.03
H: -2.28 0.81 -2.70  -0.05
H: -1.28 2.24 -2.91  -0.03
B: -3.80 -0.33 -1.03  -0.34
H: -4.82 -0.15 -1.35  0.01
H: -3.40 0.60 -0.67  -0.09
H: -3.85 -1.09 -0.27  -0.01
H: -3.27 -0.67 -1.91  -0.06
B: -0.40 -1.59 -3.75  -0.33
H: -0.50 -2.39 -4.46  -0.03
H: -1.32 -1.11 -3.43  -0.09
H: -0.08 -2.12 -2.86  -0.04
H: 0.33 -0.90 -4.13  -0.06
O: 1.98 -0.15 -1.65  0.01
C: 2.92 -0.44 -2.44  -0.34
O: 3.90 -1.35 -2.11  -0.02
C: 4.96 -1.32 -3.07  -0.14
C: 4.52 -0.33 -4.20  -0.16
C: 3.10 0.03 -3.93  -0.06
H: 5.11 -2.40 -3.17  0.12
H: 5.85 -0.88 -2.62  0.11
H: 4.76 -0.93 -5.08  0.12
H: 5.16 0.55 -4.12  0.11
H: 2.50 -0.61 -4.57  0.12
H: 2.94 1.11 -4.02  0.13
O: 0.57 2.24 -0.69  0.09
C: 0.43 3.38 -0.93  -0.55
O: -0.49 3.99 -0.27  0.04
C: -0.62 5.34 -0.68  -0.13
C: 0.65 5.65 -1.57  -0.14
C: 1.24 4.29 -1.84  -0.05
H: -0.89 6.04 0.12  0.12
H: -1.44 5.40 -1.39  0.12
H: 1.23 6.27 -0.89  0.10
H: 0.37 6.35 -2.36  0.11
H: 2.29 4.17 -1.59  0.13
H: 0.97 4.01 -2.85  0.13
O: 0.86 -2.75 -0.30  0.06
C: 1.63 -3.58 0.15  -0.45
O: 1.48 -4.10 1.33  0.04
C: 2.37 -5.06 1.69  -0.17
C: 3.10 -5.43 0.37  -0.13
C: 2.90 -4.20 -0.45  -0.08
H: 1.89 -5.96 2.08  0.13
H: 2.86 -4.45 2.44  0.14
H: 2.61 -6.32 -0.01  0.12
H: 4.19 -5.53 0.42  0.12
H: 2.84 -4.35 -1.53  0.13
H: 3.67 -3.44 -0.29  0.13
O: -1.43 -1.55 1.84  0.02
C: -1.51 -2.15 2.96  -0.42
O: -1.22 -3.42 3.11  0.03
C: -1.44 -3.97 4.42  -0.11
C: -1.38 -2.68 5.26  -0.15
C: -1.70 -1.58 4.32  -0.09
H: -0.56 -4.59 4.62  0.12
H: -2.36 -4.55 4.42  0.13
H: -0.35 -2.68 5.60  0.12
H: -1.98 -2.79 6.16  0.12
H: -1.18 -0.63 4.44  0.13
H: -2.71 -1.15 4.29  0.14
O: -1.64 1.68 0.99  0.04
C: -2.25 2.37 1.83  -0.35
O: -3.54 2.13 2.27  0.05
C: -3.87 2.96 3.32  -0.21
C: -2.53 3.42 3.87  -0.16
C: -1.63 3.48 2.65  -0.07
H: -4.48 2.65 4.17  0.13
H: -4.32 3.89 2.98  0.13
H: -2.13 2.70 4.58  0.11
H: -2.69 4.34 4.44  0.12
H: -0.57 3.32 2.83  0.13
H: -1.76 4.35 2.00  0.12

Properties
LUMO level	-3.79	eV
DFT total energy	-50505.3821	eV
largest force on an atom	0.10903	Eh/bohr
net charge	0
relative energy (zero: lowest compared OMol25 entry of this formula, charge and spin)	113.1	kcal/mol

(4)
Below is a structure of composition C20H42AlCl2O7P2S, with properties calculated with the ωB97M-V functional and the def2-TZVPD basis.

Last column: Löwdin charge in e.
Positions of all 75 atoms, in Å:
C: 4.41 -4.87 -1.45  -0.15
C: 2.91 -4.46 -1.99  -0.27
C: 1.72 -4.56 -0.87  -0.23
C: 2.05 -3.70 0.53  -0.19
C: 1.99 -2.07 0.15  -0.20
C: 1.33 -1.23 1.39  -0.16
C: 1.12 0.37 1.12  -0.35
C: 0.12 0.78 2.39  -0.13
O: -1.24 1.12 1.93  -0.22
C: -2.20 1.19 3.04  -0.15
C: -3.63 0.56 2.46  -0.16
O: -4.55 1.70 2.33  -0.21
C: -5.81 1.12 1.83  -0.19
C: -5.88 0.95 0.20  -0.17
O: -7.17 0.27 -0.11  -0.22
C: -7.42 0.50 -1.54  -0.28
C: -7.83 -0.89 -2.31  -0.11
O: 0.35 0.35 -0.17  -0.22
Al: 1.40 0.89 -1.69  0.06
C: 1.46 -0.51 -3.19  -0.28
C: -0.08 -0.62 -3.81  -0.21
P: 0.85 2.84 -2.81  0.20
S: 2.50 3.42 -3.74  -0.07
O: 2.90 1.09 -0.56  -0.23
C: 2.40 1.35 0.82  -0.51
C: 3.76 1.28 1.73  -0.55
Cl: 4.64 -0.36 1.69  0.51
C: 4.90 2.39 1.23  -0.63
C: 5.27 3.51 2.38  -0.17
Cl: 6.52 1.46 0.90  0.42
P: 1.89 3.21 1.05  0.99
O: 0.22 3.49 0.67  -0.35
O: 2.07 3.72 2.71  -0.36
H: 4.69 -4.37 -0.42  0.07
H: 5.24 -4.54 -2.22  0.08
H: 4.46 -6.03 -1.36  0.07
H: 2.98 -3.41 -2.52  0.09
H: 2.64 -5.24 -2.85  0.11
H: 1.52 -5.70 -0.67  0.10
H: 0.73 -4.13 -1.39  0.11
H: 3.08 -3.99 1.00  0.09
H: 1.13 -3.94 1.25  0.11
H: 3.02 -1.67 -0.24  0.10
H: 1.25 -2.02 -0.79  0.10
H: 0.31 -1.77 1.67  0.13
H: 2.00 -1.32 2.37  0.11
H: -0.02 -0.17 3.11  0.12
H: 0.57 1.62 3.08  0.12
H: -1.84 0.64 4.01  0.12
H: -2.33 2.35 3.32  0.15
H: -3.41 0.13 1.37  0.14
H: -4.01 -0.30 3.17  0.13
H: -6.67 1.88 2.15  0.14
H: -6.02 0.09 2.39  0.13
H: -4.96 0.35 -0.24  0.14
H: -5.83 2.04 -0.26  0.14
H: -6.43 0.91 -2.03  0.12
H: -8.26 1.33 -1.70  0.13
H: -8.48 -1.58 -1.63  0.08
H: -8.41 -0.61 -3.32  0.08
H: -6.82 -1.48 -2.57  0.09
H: 2.14 -0.17 -4.11  0.07
H: 1.88 -1.55 -2.84  0.02
H: -0.58 0.45 -3.68  0.02
H: -0.04 -0.81 -4.98  0.07
H: -0.75 -1.39 -3.23  0.07
H: 0.54 3.95 -1.90  -0.06
H: -0.16 2.63 -3.81  -0.08
H: 3.45 1.48 2.86  0.12
H: 4.63 2.89 0.20  0.11
H: 4.67 3.27 3.36  0.07
H: 4.86 4.55 1.98  0.08
H: 6.43 3.67 2.55  0.07
H: -0.11 2.92 -0.09  0.02
H: 1.97 4.74 2.75  0.08

Properties
LUMO level	2.39	eV
DFT total energy	-96802.7419	eV
largest force on an atom	0.06852	Eh/bohr
net charge	-1